1.
Here is C40H35O4P2Sn as an isolated structure from the Open Molecules 2025 dataset. Energies are from the ωB97M-V functional and the def2-TZVPD basis.

Cartesian coordinates (Å):
Sn 0.75461 -0.37893 0.71814
C 0.96590 2.99158 3.01892
C -0.16534 1.98841 2.81969
C -1.28226 2.17139 3.83339
O 0.37222 0.64453 2.92397
C -0.71841 2.17822 1.39146
O -1.42655 3.11346 1.14542
O -0.33997 1.30527 0.46089
H 1.38939 2.88120 4.01797
H 0.58140 4.00478 2.91579
H 1.75797 2.84051 2.28489
H -0.88176 2.09644 4.84499
H -2.05624 1.41551 3.70501
H -1.73035 3.15406 3.70880
H 0.65065 0.45878 3.82790
O 0.35010 -3.30523 -1.42917
C -0.92895 -3.64265 -1.79149
C -1.25097 -4.45848 -2.86997
C -2.57728 -4.78423 -3.10198
C -3.59073 -4.31079 -2.27942
C -3.26426 -3.45735 -1.24208
C -1.93834 -3.09290 -0.99923
P -1.59181 -1.84436 0.25556
C -1.91787 -2.62622 1.85726
C -0.84462 -3.22574 2.51101
C -1.03956 -3.88881 3.71418
C -2.30599 -3.94549 4.27323
C -3.38016 -3.34555 3.62815
C -3.18945 -2.69219 2.42277
C -2.85202 -0.56521 0.05491
C -3.17271 0.22846 1.15508
C -4.01056 1.31919 1.01000
C -4.52934 1.63359 -0.23774
C -4.21252 0.84957 -1.33545
C -3.37660 -0.24780 -1.19328
C 1.44663 -3.63840 -2.20329
C 1.75447 -4.95719 -2.51289
C 2.86890 -5.22382 -3.28846
C 3.67682 -4.19118 -3.75026
C 3.38488 -2.88835 -3.39215
C 2.27200 -2.59405 -2.59940
P 1.95242 -0.92497 -1.98429
C 1.70558 0.12812 -3.43961
C 0.39596 0.43769 -3.79080
C 0.13465 1.20865 -4.91295
C 1.18353 1.68430 -5.68366
C 2.49544 1.39302 -5.33059
C 2.75614 0.61825 -4.21410
C 3.53197 -0.36171 -1.28585
C 4.51817 -1.22873 -0.83102
C 5.61857 -0.73539 -0.14062
C 5.74148 0.62188 0.10092
C 4.75588 1.49486 -0.34478
C 3.65423 1.00645 -1.02664
H -0.48487 -4.83915 -3.52702
H -2.81981 -5.42571 -3.93891
H -4.61980 -4.58400 -2.45695
H -4.04771 -3.03836 -0.62427
H 0.15034 -3.19717 2.07575
H -0.20297 -4.36047 4.21094
H -2.46061 -4.45828 5.21264
H -4.36819 -3.39169 4.06404
H -4.03021 -2.22159 1.92939
H -2.77424 -0.01176 2.13543
H -4.24529 1.93444 1.86747
H -5.17824 2.49045 -0.35277
H -4.61835 1.08915 -2.30889
H -3.13854 -0.85293 -2.05972
H 1.13563 -5.76194 -2.14273
H 3.11215 -6.24923 -3.53261
H 4.53660 -4.40418 -4.36827
H 4.03216 -2.08383 -3.71695
H -0.42890 0.08548 -3.17962
H -0.88589 1.44748 -5.17768
H 0.98268 2.28991 -6.55648
H 3.31419 1.77121 -5.92671
H 3.78192 0.40665 -3.93814
H 4.43792 -2.29193 -1.01091
H 6.38278 -1.41769 0.20532
H 6.60296 1.00280 0.63224
H 4.84728 2.55773 -0.16579
H 2.89284 1.69822 -1.37515

Energy relative to the best compared isomer or geometry (same formula, charge and spin) ... 15.0 kcal per mole
Orbital gap ... 8.190 eV
Charge ... +1
E ... -74643.243 eV

2.
Here is CH4N2S as an isolated structure in a non-equilibrium geometry from the Open Molecules 2025 dataset. Energies are from the ωB97M-V functional and the def2-TZVPD basis.

Cartesian coordinates (Å):
C -0.06196 -0.59088 -0.78834
H 0.65023 1.37683 1.66709
H -0.91318 -1.28709 0.96917
H -0.13710 -1.62235 -1.34914
H 0.50479 1.30305 -0.97262
N 0.16158 -0.56741 0.65959
N 0.32040 0.39795 -1.45744
S -0.52478 0.98990 1.27169

Energy relative to the best compared isomer or geometry (same formula, charge and spin) ... 73.9 kcal per mole
Orbital gap ... 10.031 eV
E ... -14914.402 eV

3.
Here is a 3-piece molecular cluster, C31H65BN5O4 overall in a non-equilibrium geometry from the Open Molecules 2025 dataset. Energies are from the ωB97M-V functional and the def2-TZVPD basis.

Cartesian coordinates (Å):
C -0.37351 7.10010 -0.24033
C 0.30690 5.96397 -0.15245
N 1.03178 4.70678 -0.39205
C 0.18075 3.46143 -0.61712
N 0.18140 2.56643 0.57737
C -0.04852 3.31333 1.85729
C 2.39344 4.59392 -0.41915
N 3.24048 5.78067 -0.18700
B 3.54033 6.55981 -1.44535
N 4.68374 6.13180 -2.31766
O 2.80430 7.75910 -1.87357
N 2.92184 3.23436 -0.63070
C 3.69445 2.70694 0.53595
C 3.86309 1.06758 0.52708
C 3.48920 0.53845 2.03979
C 1.88340 0.20050 2.11274
C 1.60809 -1.30490 2.63257
C 0.12976 -1.54648 3.25828
C -0.95935 -0.42874 2.83041
C -2.44194 -0.89962 3.33155
C -3.62061 0.10184 2.80942
C -4.79085 -0.66634 1.97653
C -4.23718 -1.57533 0.75644
C -4.23074 -0.78490 -0.67769
C -3.06113 0.33555 -0.74763
C -1.87377 -0.03185 -1.81209
C 3.57757 3.03517 -1.95857
C 5.18175 2.90728 -1.96296
C 5.90657 3.23027 -3.36701
C 5.18200 2.63585 -4.68068
C 5.42734 3.74270 -5.87482
O 5.51349 3.14011 -7.19587
C 6.00008 4.18108 -8.12455
H -1.22341 7.89324 -0.21633
H 0.51969 2.89727 -1.58175
H -0.91391 3.80159 -0.84481
H -0.48525 1.78297 0.46917
H -0.15143 2.54138 2.72312
H 0.85061 3.98686 2.10617
H -1.04022 3.90531 1.74411
H 2.87502 6.39659 0.56108
H 4.30451 5.73512 -3.20848
H 5.30948 6.91198 -2.57895
H 1.83010 7.59329 -1.84332
H 3.03902 2.91806 1.48292
H 4.69753 3.25145 0.74610
H 5.00348 0.88194 0.42483
H 3.23078 0.56565 -0.28977
H 3.70587 1.34813 2.84727
H 4.09660 -0.38978 2.34763
H 1.50317 0.27526 1.01286
H 1.40698 0.99082 2.80648
H 2.39883 -1.54150 3.44578
H 1.75678 -2.03776 1.74649
H 0.18325 -1.57875 4.40607
H -0.24760 -2.56536 2.83211
H -0.98182 -0.25917 1.67826
H -0.72475 0.54347 3.40595
H -2.49435 -0.89912 4.49217
H -2.67344 -1.98498 3.00439
H -4.14876 0.52718 3.76100
H -3.20849 1.01210 2.23974
H -5.47949 -1.31402 2.64379
H -5.46375 0.16480 1.50301
H -3.17359 -1.99462 0.91145
H -4.93436 -2.49806 0.59123
H -3.94847 -1.59508 -1.47360
H -5.27008 -0.39382 -0.97803
H -2.54408 0.40609 0.28724
H -3.56042 1.35822 -0.98483
H -2.04293 0.46337 -2.83532
H -1.76129 -1.18194 -1.86953
H -0.88733 0.36190 -1.33912
H 3.15598 2.04942 -2.40928
H 3.26524 3.87445 -2.70434
H 5.45853 1.82133 -1.66807
H 5.69866 3.58409 -1.16267
H 6.95643 2.71685 -3.31553
H 6.15004 4.36173 -3.52691
H 5.61272 1.64569 -5.07452
H 4.04118 2.51689 -4.60738
H 4.59666 4.53978 -5.77133
H 6.47836 4.18964 -5.65065
H 6.36109 5.13364 -7.58949
H 5.16249 4.52724 -8.86194
H 6.93066 3.76315 -8.69385
C -5.24395 -6.61410 3.03113
C -5.06444 -5.78269 1.79016
O -4.39823 -4.75866 1.80182
C -5.73812 -6.26202 0.53170
H -4.70346 -6.14866 3.85979
H -6.30314 -6.66954 3.29130
H -4.84142 -7.61392 2.86908
H -6.81939 -6.30174 0.68119
H -5.35665 -7.24843 0.25860
H -5.52248 -5.56528 -0.28273
C -4.71015 -10.86374 1.50140
C -5.38463 -10.60089 2.82158
O -5.68098 -9.46813 3.16791
C -5.67963 -11.78861 3.69791
H -4.55993 -9.91674 0.97642
H -3.73646 -11.32983 1.66793
H -5.33922 -11.50964 0.88483
H -4.74890 -12.29580 3.96198
H -6.35178 -12.47561 3.17889
H -6.16619 -11.44938 4.61592

Energy relative to the best compared isomer or geometry (same formula, charge and spin) ... 190.8 kcal per mole
Orbital gap ... 6.069 eV
Charge ... +1
E ... -49502.546 eV

4.
Here is C13H43ClN6O3P2SSi2 as an isolated structure in a non-equilibrium geometry from the Open Molecules 2025 dataset. Energies are from the ωB97M-V functional and the def2-TZVPD basis.

Cartesian coordinates (Å):
C 1.16829 -0.24042 3.02722
Si 2.04255 -1.79720 2.47609
S 2.34348 -1.70728 0.34456
Cl 0.83895 -3.46753 2.84337
O 3.56191 -1.94291 3.13703
Si 3.68735 -2.48665 4.72941
H 1.54056 0.59333 2.43524
H 0.09823 -0.35203 2.88152
H 1.38092 -0.02341 4.07386
H 2.58787 -0.40255 0.11987
H 2.53418 -3.27003 5.18690
H 4.86818 -3.37242 4.79576
H 3.96281 -1.36120 5.64280
O 1.11528 3.22968 1.85877
P 0.24137 4.41931 2.21223
N -0.59963 4.59290 0.71152
C 0.11538 4.87939 -0.52253
C -1.55204 3.50623 0.50679
N 1.50033 5.55425 2.49979
C 1.82861 6.66197 1.63312
C 2.72155 4.99901 3.07587
N -0.90544 5.54532 3.01058
C -1.55197 4.94866 4.18914
C -1.85454 6.38897 2.30824
H -0.59785 5.00710 -1.33946
H 0.82280 4.09112 -0.80788
H 0.65119 5.82507 -0.46372
H -2.30749 3.51197 1.30270
H -1.06497 2.52395 0.50925
H -2.08499 3.62431 -0.43604
H 2.36619 6.33427 0.73276
H 2.46793 7.37521 2.15952
H 0.94381 7.22725 1.33461
H 3.36735 4.54271 2.31411
H 2.48956 4.23745 3.81748
H 3.28648 5.78235 3.58562
H -2.31280 4.21068 3.90779
H -2.02205 5.71378 4.80907
H -0.80579 4.44194 4.81052
H -2.72301 5.83773 1.92704
H -1.39582 6.91877 1.47895
H -2.21867 7.14999 3.00497
O -1.38494 -2.32449 -2.81832
P -0.79320 -3.67620 -3.17067
N -1.94702 -4.17165 -4.36370
C -3.35017 -4.34271 -4.02395
C -1.81143 -3.39511 -5.58978
N -0.94105 -4.40867 -1.62433
C -1.88543 -5.44722 -1.28864
C -0.77113 -3.50513 -0.48908
N 0.30776 -5.00843 -3.65361
C 1.64260 -4.52410 -4.03551
C -0.06999 -6.12116 -4.50376
H -3.89732 -4.71218 -4.89432
H -3.83156 -3.41632 -3.68633
H -3.48594 -5.10562 -3.25906
H -0.81483 -3.54597 -6.02349
H -1.94564 -2.32074 -5.41507
H -2.53463 -3.71625 -6.33940
H -2.90476 -5.05335 -1.16929
H -1.60192 -5.92336 -0.34646
H -1.89730 -6.24923 -2.02987
H -1.69287 -2.94862 -0.26783
H 0.01812 -2.78467 -0.68461
H -0.48138 -4.05972 0.40352
H 1.63471 -4.03681 -5.01845
H 2.36566 -5.34118 -4.05822
H 2.00148 -3.79483 -3.30138
H -0.14213 -5.84979 -5.56473
H -1.01298 -6.56627 -4.20066
H 0.69125 -6.90126 -4.40745

Energy relative to the best compared isomer or geometry (same formula, charge and spin) ... 83.0 kcal per mole
Orbital gap ... 7.593 eV
E ... -86952.909 eV